Density functional theory data (wB97M-V/def2-TZVPD) for 3 unconnected molecules or ions with the total composition C17H26F16N2O3P in a non-equilibrium geometry.

## Properties
Energy relative to the best compared isomer or geometry (same formula, charge and spin), kJ/mol: 62.2
Energy, hartree: -2937.545867
Orbital gap, eV: 8.76
Maximum force, Eh/bohr: 0.0816
Net charge: +1
LUMO energy, eV: -3.08
Highest occupied orbital energy, eV: -11.85

Structure (XYZ):
```
65
Properties=species:S:1:pos:R:3:forces:R:3
C 1.5257 -2.1847 2.1072 -0.71 -0.38 0.09
C 0.4623 -1.0868 2.4777 1.00 -0.23 1.12
N 0.8173 0.2846 2.0604 -1.14 -0.93 -0.98
C 0.2191 0.6975 0.8059 2.68 2.73 1.71
C 1.2525 1.6912 0.1066 -0.92 -1.98 -1.12
C 2.2480 0.6566 -0.5503 -0.08 0.12 1.28
P 3.7231 1.2695 -1.5501 0.24 0.49 -1.20
C 5.1954 1.0261 -0.4072 -0.57 0.05 0.81
O 3.5059 2.9441 -1.6561 -0.14 -1.51 0.58
C 1.2721 -0.3903 -1.1958 2.34 -0.74 0.84
N 0.0546 -0.3019 -0.2963 -1.71 0.80 -2.07
H 2.2006 -1.8946 1.2784 -0.44 -0.14 0.29
H 0.9592 -3.1026 1.8332 0.63 0.44 -0.02
H 2.1631 -2.4723 2.9678 -0.37 0.40 -0.47
H 0.3985 -1.0744 3.5863 -0.29 -0.09 -0.68
H -0.5393 -1.3577 2.0940 0.43 0.29 0.20
H 1.8140 0.4568 2.0870 -0.05 -0.22 -0.06
H -0.6843 1.2869 1.0383 -0.26 -1.08 -0.60
H 1.6465 2.4718 0.7723 -0.23 -0.39 -0.28
H 0.6611 2.0714 -0.7542 0.61 0.70 0.54
H 2.7441 0.0431 0.2425 -0.34 0.70 -0.27
H 5.5654 1.9947 -0.0068 -0.11 -0.55 -0.45
H 4.9400 0.4035 0.4825 0.12 0.32 -0.60
H 5.9863 0.4922 -0.9660 -0.40 0.48 0.22
H 3.2540 3.3058 -0.7992 0.14 0.37 0.03
H 1.7455 -1.3688 -0.9960 -0.50 0.29 -0.48
H 1.0612 -0.3206 -2.2772 -0.33 0.27 0.71
H -0.4543 -1.1734 -0.1275 0.57 -0.16 0.50
H -0.6003 0.1897 -0.9219 -0.20 -0.19 0.29
C -1.9713 3.3475 3.0176 0.69 0.26 0.02
C -3.1900 2.3892 2.9788 0.28 0.41 0.99
C -4.4571 2.8643 2.2565 -0.47 -0.24 -0.47
F -5.0039 3.9462 2.8178 0.30 0.37 0.36
F -5.3958 1.8909 2.3042 0.24 -0.27 0.01
F -3.4734 1.9968 4.2331 -0.18 0.06 -0.06
F -2.7670 1.2650 2.3125 0.02 0.06 -0.41
O -1.7315 4.1165 4.2018 -1.08 -0.05 -0.11
C -2.3385 5.3693 4.3881 0.86 -0.64 -0.81
C -3.2636 5.3870 5.6090 -0.22 0.01 0.61
F -4.2514 4.4822 5.4945 0.01 -0.23 -0.35
F -3.8398 6.5991 5.7322 0.19 0.15 -0.21
F -2.9415 5.7718 3.2624 -0.48 -0.03 -0.03
F -1.3372 6.2387 4.6033 0.03 0.10 0.35
H -1.0988 2.6905 2.9732 -0.12 -0.09 0.18
H -1.9051 3.9647 2.1199 -0.37 0.11 0.03
H -4.2498 3.0833 1.2050 0.15 -0.02 -0.02
H -2.7035 5.1658 6.5196 0.19 0.03 -0.09
C 0.6182 -5.3255 -5.0286 -0.08 -0.16 -0.60
C 1.2689 -5.2180 -3.6242 0.20 0.55 -0.71
C 0.3563 -5.2695 -2.3924 0.06 -0.49 0.51
F -0.5191 -4.2488 -2.3385 -0.14 0.39 -0.34
F 1.1068 -5.1806 -1.2622 0.17 -0.02 -0.20
F 2.0485 -4.1119 -3.5867 -0.14 0.17 0.21
F 2.1087 -6.2800 -3.5155 -0.26 -0.21 0.15
O 0.4029 -4.1180 -5.7781 -0.32 0.43 1.05
C -0.7663 -3.3684 -5.6148 0.61 -1.48 -0.55
C -0.4667 -1.9697 -5.0732 0.08 0.52 -0.26
F 0.1536 -2.0352 -3.8728 0.06 -0.16 0.29
F -1.6122 -1.2756 -4.8937 -0.11 -0.16 -0.02
F -1.6620 -4.0335 -4.8746 -0.12 0.19 0.52
F -1.3110 -3.2415 -6.8339 0.02 0.42 -0.11
H 1.3473 -5.8653 -5.6343 0.09 0.14 0.12
H -0.2676 -5.9608 -5.0259 -0.13 0.18 0.25
H -0.1999 -6.2089 -2.3561 0.04 -0.04 -0.11
H 0.1755 -1.4153 -5.7595 0.00 -0.15 -0.11
```
Forces are in eV/Å.

In the Mulliken picture, each atom carries the following charge in e: -0.905, -0.495, -0.103, -0.433, -1.510, 1.233, 0.087, -0.845, -0.474, -0.979, 0.093, 0.168, 0.285, 0.338, 0.463, 0.279, 0.337, 0.229, 0.513, 0.324, -0.472, 0.316, 0.292, 0.312, 0.325, 0.308, 0.341, 0.453, 0.514, -0.710, 1.006, 0.083, -0.223, -0.262, -0.269, -0.332, -0.435, 0.694, 0.219, -0.219, -0.245, -0.288, -0.291, 0.351, 0.406, 0.275, 0.240, -0.761, 0.898, 0.126, -0.221, -0.272, -0.255, -0.319, -0.390, 0.715, 0.180, -0.160, -0.267, -0.276, -0.288, 0.413, 0.345, 0.278, 0.262

=====

Density functional theory data (wB97M-V/def2-TZVPD) for 2 unconnected molecules or ions with the total composition C17H26FNPS in a non-equilibrium geometry.

## Properties
Energy relative to the best compared isomer or geometry (same formula, charge and spin), kJ/mol: 644.2
Energy, hartree: -1556.968326
Orbital gap, eV: 5.46
Maximum force, Eh/bohr: 0.1392
Net charge: +1
LUMO energy, eV: -5.28
Highest occupied orbital energy, eV: -10.74

Structure (XYZ):
```
47
Properties=species:S:1:pos:R:3:forces:R:3
C -2.3172 -2.3862 -0.6334 0.31 0.72 0.92
C -1.3160 -1.3003 -1.3470 1.13 2.86 1.00
C -0.7566 -1.6774 -2.8771 0.53 0.29 1.23
C -0.8651 0.0022 -0.7212 -1.29 -3.54 -1.82
C -1.4381 0.5676 0.7174 0.49 -1.31 -1.10
C -0.5912 -0.2212 1.9248 -0.27 0.42 -0.95
C 0.7189 0.6540 2.3725 0.43 0.62 -0.39
C 2.1159 0.2318 1.5680 -0.88 0.74 0.05
C 1.0157 0.7012 3.9823 -0.06 1.04 -0.46
C 0.4920 -0.5985 4.8311 0.08 1.47 1.37
P 1.0986 -2.2907 4.1874 -2.09 -0.84 0.87
N -0.1229 -3.5374 4.6978 4.18 -5.40 -2.14
C 0.4066 -4.8145 4.4779 2.00 2.62 1.91
S 1.4653 -6.1861 4.5278 -4.39 4.89 -0.41
H -3.1908 -2.7711 -1.3174 1.89 0.86 1.20
H -1.7060 -3.3234 -0.2230 -1.19 1.97 -1.13
H -2.7931 -1.8873 0.3395 0.91 -1.07 -2.17
H -1.1610 -0.8671 -3.6281 0.76 -1.85 1.44
H 0.4335 -1.6124 -2.8373 -2.59 -0.10 -0.22
H -1.0339 -2.7813 -3.1924 0.38 2.43 0.67
H -0.0356 0.5887 -1.3354 -2.02 -1.13 1.46
H -1.2873 1.7264 0.8047 -0.40 -2.30 -0.21
H -2.5951 0.2795 0.7400 2.62 0.78 0.19
H -0.2174 -1.2287 1.4227 -0.96 1.90 1.22
H -1.3757 -0.4198 2.7699 1.72 0.28 -1.29
H 0.5124 1.7817 2.0389 0.47 -2.46 0.86
H 2.9883 0.7959 2.1141 -1.53 -1.24 -1.26
H 2.2926 -0.9251 1.5645 -0.22 2.14 -0.04
H 2.0280 0.6232 0.4538 0.31 -1.01 2.33
H 0.4389 1.6568 4.4036 1.14 -2.33 -0.60
H 2.1692 0.9503 4.1353 -2.48 -0.86 -0.12
H -0.6908 -0.5203 4.9507 2.62 -0.79 -0.54
H 0.9324 -0.4755 5.9338 -0.92 -0.60 -2.34
H 1.1519 -2.3738 2.7358 0.23 0.21 1.25
H 2.3541 -2.7156 4.8099 -0.94 0.59 -0.77
F 1.7248 2.2731 -2.4796 0.25 -0.14 0.39
C 0.9053 2.5658 -3.4982 -0.84 0.33 -1.07
C 0.4571 1.5460 -4.3306 0.06 -0.01 0.10
C -0.4002 1.8495 -5.3881 0.07 0.43 0.21
C -0.7914 3.1725 -5.6082 0.02 -0.07 0.03
C -0.3322 4.1897 -4.7703 0.05 -0.42 -0.01
C 0.5161 3.8843 -3.7062 0.06 -0.04 0.09
H 0.7783 0.5255 -4.1492 0.01 0.13 -0.01
H -0.7624 1.0583 -6.0399 0.10 0.12 0.12
H -1.4566 3.4094 -6.4359 0.14 -0.04 0.17
H -0.6348 5.2192 -4.9461 0.07 -0.20 0.07
H 0.8754 4.6614 -3.0398 0.01 -0.09 -0.06
```
Forces are in eV/Å.

In the Mulliken picture, each atom carries the following charge in e: -1.015, 0.492, -0.788, -0.026, -0.831, -0.119, 0.362, -0.885, -0.938, -0.548, 0.385, -0.356, 0.275, 0.026, 0.370, 0.222, 0.191, 0.151, 0.227, 0.328, -0.064, 0.369, 0.289, 0.059, 0.113, 0.261, 0.364, 0.203, 0.137, 0.317, 0.307, 0.370, 0.450, 0.128, 0.198, -0.323, 0.212, -0.147, -0.520, -0.447, -0.383, -0.488, 0.565, 0.368, 0.373, 0.362, 0.404

=====

Density functional theory data (wB97M-V/def2-TZVPD) for a molecular structure, C17H26FNPS in a non-equilibrium geometry.

## Properties
Energy relative to the best compared isomer or geometry (same formula, charge and spin), kJ/mol: 0.0
Energy, hartree: -1557.213686
Orbital gap, eV: 6.75
Maximum force, Eh/bohr: 0.0497
Net charge: +1
LUMO energy, eV: -4.25
Highest occupied orbital energy, eV: -11.01

Structure (XYZ):
```
47
Properties=species:S:1:pos:R:3:forces:R:3
C 1.9486 -2.5375 -0.0719 0.00 0.70 0.40
C 0.4892 -2.1104 -0.1955 0.10 -1.11 -0.64
C -0.4287 -2.9950 -1.0757 0.50 0.96 -0.02
C -0.0389 -1.0422 0.3903 -0.17 0.40 0.46
C 0.7191 -0.1406 1.3812 -0.08 -0.39 -1.45
C 1.6094 0.8748 0.5518 -0.90 -0.33 0.64
C 0.8367 2.2050 0.2930 -0.07 0.30 -0.43
C 0.0699 2.2165 -1.0800 0.23 -0.10 1.01
C 1.6894 3.5179 0.4443 -0.52 -0.58 0.34
C 3.2176 3.3795 0.1599 -0.62 1.07 0.09
P 3.6421 2.6425 -1.4503 1.33 -0.54 1.47
N 5.1932 1.9202 -1.2933 -1.84 0.27 0.70
C 5.6329 1.6101 -2.3884 0.92 0.91 -2.21
S 6.1297 1.6003 -3.8642 -0.05 -0.68 0.88
H 2.0845 -3.6081 0.1480 -0.16 0.38 -0.18
H 2.5090 -2.2846 -0.9956 -0.37 -0.33 0.28
H 2.4382 -1.9512 0.7298 -0.11 -0.46 -0.32
H -1.2106 -3.4290 -0.4336 0.33 -0.11 -0.43
H -0.9039 -2.3305 -1.8242 0.03 -0.48 0.31
H 0.1397 -3.7577 -1.6310 -0.32 0.15 0.38
H -1.0773 -0.8147 0.1022 0.38 0.08 0.49
H 0.0110 0.4112 2.0173 0.37 -0.29 -0.05
H 1.3518 -0.8150 1.9829 -0.26 0.60 0.00
H 1.7809 0.3688 -0.4186 0.36 0.23 0.49
H 2.5478 0.9875 1.1237 -0.23 0.24 -0.44
H 0.0386 2.2705 1.0566 0.46 0.09 -0.29
H -0.2885 3.2463 -1.2407 -0.01 -0.50 -0.24
H 0.7068 1.8874 -1.9205 -0.35 0.17 0.20
H -0.7991 1.5416 -1.0002 0.38 0.25 -0.29
H 1.5902 3.8431 1.4979 0.36 -0.05 -0.50
H 1.2037 4.3139 -0.1495 0.50 -0.30 0.12
H 3.7023 2.8678 1.0084 0.02 -0.22 -0.80
H 3.6345 4.4088 0.1517 0.03 -0.56 -0.16
H 2.7721 1.6024 -1.8391 0.12 0.52 -0.06
H 3.7855 3.6162 -2.4724 -0.36 -0.33 0.25
F -3.6810 0.2228 -0.1656 0.09 0.07 -0.03
C -4.2060 -0.8695 0.4318 -0.22 -0.40 0.23
C -3.9233 -2.1192 -0.0826 0.19 0.01 -0.24
C -4.4566 -3.2430 0.5327 -0.09 0.13 0.15
C -5.2736 -3.1011 1.6470 -0.02 -0.07 0.04
C -5.5525 -1.8364 2.1496 0.11 -0.10 -0.14
C -5.0112 -0.7114 1.5422 -0.03 0.27 0.09
H -3.2913 -2.2073 -0.9569 -0.04 0.03 0.00
H -4.2358 -4.2287 0.1430 -0.01 0.04 -0.02
H -5.6930 -3.9779 2.1240 0.01 0.04 -0.02
H -6.1924 -1.7258 3.0155 0.03 0.02 -0.02
H -5.2105 0.2816 1.9247 0.00 -0.01 -0.04
```
Forces are in eV/Å.

In the Mulliken picture, each atom carries the following charge in e: -1.442, 1.011, -1.185, -0.085, -1.519, -0.117, 0.605, -1.197, -1.232, -0.570, 0.413, -0.354, 0.456, -0.180, 0.449, 0.266, 0.266, 0.231, 0.300, 0.395, 0.044, 0.481, 0.406, 0.160, 0.230, 0.363, 0.427, 0.282, 0.168, 0.352, 0.384, 0.406, 0.518, 0.106, 0.185, -0.322, 0.273, -0.179, -0.523, -0.482, -0.370, -0.510, 0.550, 0.373, 0.387, 0.369, 0.410

=====

Density functional theory data (wB97M-V/def2-TZVPD) for C17H26N2O3S in the gas phase.

## Properties
Energy relative to the best compared isomer or geometry (same formula, charge and spin), kJ/mol: 72.0
SMILES: Cc1ccc(S(=O)(=O)NCC(=O)NCC2CCCCC2)cc1C
Energy, hartree: -1396.833279
Orbital gap, eV: 9.87
Maximum force, Eh/bohr: 0.0162
Net charge: 0
LUMO energy, eV: 0.57
Highest occupied orbital energy, eV: -9.30

Structure (XYZ):
```
49
Properties=species:S:1:pos:R:3:forces:R:3
C -6.5881 0.2191 0.3773 0.04 -0.01 -0.01
C -5.0921 0.1842 0.3627 0.12 0.06 0.07
C -4.3682 0.9223 1.2913 0.03 -0.05 -0.11
C -2.9842 0.9057 1.2960 0.11 0.04 0.13
C -2.3290 0.1362 0.3584 0.47 -0.01 0.24
S -0.5538 0.1410 0.2936 -0.10 0.22 -0.55
O -0.0791 -1.1112 -0.2196 -0.29 0.06 -0.23
O -0.0361 0.6037 1.5576 -0.48 0.19 -0.02
N -0.2783 1.2974 -0.8793 -0.09 -0.68 0.48
C 0.2018 2.6105 -0.4973 0.13 0.39 0.02
C 1.7388 2.6560 -0.4669 -0.46 0.16 0.16
O 2.3803 3.2644 -1.3008 0.04 0.12 -0.30
N 2.2657 1.9425 0.5384 0.16 -0.30 0.39
C 3.6741 1.6391 0.6351 0.41 -0.09 -0.11
C 3.9724 0.1558 0.3645 -0.24 0.28 0.10
C 3.2625 -0.7608 1.3618 0.29 -0.01 -0.02
C 3.7706 -2.1997 1.2169 -0.04 0.04 0.02
C 4.0472 -2.5515 -0.2509 -0.16 -0.07 -0.06
C 3.1766 -1.7047 -1.1726 0.20 -0.06 -0.11
C 3.5904 -0.2335 -1.0730 0.00 -0.13 0.05
C -3.0249 -0.6068 -0.5731 -0.11 -0.11 -0.06
C -4.4125 -0.5956 -0.5832 0.24 0.08 0.07
C -5.1658 -1.4052 -1.5912 0.01 0.02 0.04
H -6.9714 0.5804 -0.5761 -0.10 0.01 -0.05
H -6.9526 0.8700 1.1670 -0.06 0.03 0.03
H -6.9916 -0.7800 0.5365 -0.11 -0.06 0.00
H -4.8962 1.5180 2.0213 -0.05 0.05 0.07
H -2.4108 1.4630 2.0189 0.01 0.09 0.14
H 0.1802 0.9111 -1.6893 0.04 -0.29 -0.11
H -0.2069 2.8259 0.4903 0.03 0.20 -0.05
H -0.1615 3.3473 -1.2191 0.11 -0.08 0.16
H 1.6382 1.4391 1.1552 0.04 0.19 -0.12
H 4.1838 2.2651 -0.1020 -0.01 -0.02 0.15
H 4.0254 1.9082 1.6368 0.05 0.02 -0.09
H 5.0520 0.0251 0.4989 0.00 0.01 0.01
H 3.4359 -0.4112 2.3820 -0.08 0.04 0.06
H 2.1875 -0.7381 1.1817 -0.03 0.03 0.04
H 4.6855 -2.3307 1.7994 -0.04 -0.03 0.07
H 3.0204 -2.8780 1.6258 0.03 -0.07 0.05
H 5.0968 -2.3644 -0.4903 0.06 -0.05 -0.03
H 3.8570 -3.6123 -0.4212 0.10 -0.02 -0.01
H 3.2805 -2.0440 -2.2053 -0.09 -0.01 -0.01
H 2.1297 -1.8215 -0.8883 0.00 -0.02 -0.06
H 4.4396 -0.0405 -1.7325 -0.03 0.05 -0.05
H 2.7658 0.3933 -1.4179 0.02 0.08 -0.05
H -2.4657 -1.2026 -1.2773 -0.03 -0.14 -0.16
H -5.8178 -2.1231 -1.0955 -0.08 -0.08 -0.03
H -4.4802 -1.9468 -2.2363 0.00 -0.06 -0.07
H -5.7920 -0.7622 -2.2085 -0.08 -0.01 -0.09
```
Forces are in eV/Å.

In the Mulliken picture, each atom carries the following charge in e: -1.472, 1.163, -1.081, -0.764, -0.027, 1.725, -0.772, -0.802, -0.188, -0.854, 0.637, -0.661, 0.005, -1.610, 0.709, -0.528, -0.959, -0.776, -0.419, -0.626, -0.840, 0.827, -1.605, 0.326, 0.383, 0.333, 0.337, 0.496, 0.317, 0.379, 0.393, 0.281, 0.502, 0.431, 0.479, 0.488, -0.006, 0.341, 0.393, 0.328, 0.404, 0.468, 0.006, 0.358, 0.032, 0.383, 0.339, 0.390, 0.338

=====

> Which value of net charge does entry 1 give?

+1

=====

> The highest highest occupied orbital energy belongs to which entry?

C17H26N2O3S

=====

> Among the records above, which one has the lowest energy relative to the best compared isomer or geometry (same formula, charge and spin)?

number 3

=====

> Among the records above, which one has the highest highest occupied orbital energy?

C17H26N2O3S